{
  "formula": "C6H16",
  "method": "ωB97M-V with the def2-TZVPD basis set",
  "symbols": ["H", "H", "H", "C", "H", "H", "H", "H", "H", "C", "C", "H", "C", "H", "H", "H", "H", "C", "H", "C", "H", "H"],
  "positions_angstrom": [[0.24275, 1.61966, -4.50742], [-2.46305, -2.30839, 4.76501], [-0.07336, -3.47578, 4.83841], [1.14920, 3.96226, -3.14751], [2.98335, 3.06622, -3.90997], [-1.96601, -1.07526, 2.40996], [1.18200, 1.20952, -3.03809], [1.75413, 3.34509, -5.17776], [1.84097, 0.82462, -4.65887], [-2.01607, -2.82112, 3.89164], [1.25819, 1.56131, -4.08071], [-0.75188, -4.56702, 3.59016], [1.89890, 3.02416, -4.12824], [-2.82257, -3.38246, 3.38183], [-0.66161, -2.29371, 2.25750], [0.05816, 3.88738, -3.29122], [-1.48527, -4.50896, 5.22358], [-1.00593, -3.90490, 4.43494], [1.46349, 4.99549, -3.37172], [-1.30406, -1.75410, 2.97352], [1.38057, 3.74556, -2.09104], [-0.66197, -1.14961, 3.63603]],
  "nbo_charge": [0.201, 0.192, 0.202, -0.611, 0.198, 0.212, 0.200, 0.194, 0.208, -0.390, -0.610, 0.200, -0.391, 0.196, 0.200, 0.202, 0.209, -0.609, 0.207, -0.613, 0.204, 0.203],
  "orbital_gap_ha": 0.4602,
  "largest_force_ev_per_a": 1.46,
  "total_energy_ha": -238.1807,
  "lumo_ev": 1.196,
  "spin_multiplicity": 1,
  "de_lowest_kj_mol": 41.6,
  "total_charge": 0,
  "smiles": "CCC.CCC"
}

***

{
  "formula": "C18H27N3O3",
  "method": "ωB97M-V with the def2-TZVPD basis set",
  "symbols": ["C", "H", "H", "H", "H", "H", "C", "C", "N", "C", "H", "H", "H", "C", "H", "H", "C", "H", "H", "H", "H", "O", "H", "C", "C", "C", "C", "H", "O", "H", "C", "O", "H", "N", "H", "H", "H", "H", "H", "H", "C", "H", "H", "C", "C", "C", "C", "H", "C", "C", "N"],
  "positions_angstrom": [[-4.37493, 0.38649, 1.78692], [3.39735, -0.23673, 3.01546], [0.93875, 0.09988, -0.07631], [-4.04757, -4.23631, -0.37349], [0.80548, 4.64136, -1.17468], [3.70322, 0.18707, -2.54668], [5.07766, 1.89800, 0.93589], [4.65948, 1.27292, 2.11323], [0.65686, -0.02326, -1.01717], [0.28422, 4.03552, -1.92493], [-5.18064, -0.03767, 2.38646], [2.50680, -1.05842, 0.97133], [-3.04825, -0.52035, 3.70798], [1.58365, 1.94462, -2.28726], [-0.68270, -1.37153, 0.73983], [-2.86603, -4.61911, -1.67500], [-0.53239, -0.59504, -1.26295], [-3.66561, -1.53312, 1.42955], [1.30044, 0.07700, -3.06526], [-0.77801, 4.26642, -1.78031], [-4.87175, 0.59750, 0.81588], [-1.42829, -3.75565, 1.04971], [-0.06341, 2.03033, -1.22407], [1.61883, 0.42896, -2.05766], [-1.35138, -1.12502, -0.09714], [-2.38626, -0.45852, 2.86446], [4.56533, 1.37069, -0.29747], [-2.81818, -5.49973, -0.17492], [-0.91392, -0.83236, -2.41081], [-4.05107, 1.27961, 2.26945], [3.02220, -0.10791, -1.73052], [2.39862, 2.50118, -3.03845], [-2.52639, -2.25140, -1.44851], [0.60181, 2.62804, -1.70296], [5.14670, 1.51876, 3.06662], [0.52249, 4.39904, -2.93483], [-3.09722, -0.00135, -0.48528], [5.82029, 2.65839, 0.96194], [-1.69854, -1.30232, 2.90168], [4.91679, 1.82288, -1.22468], [-2.43328, -0.08825, 0.32785], [2.93767, -1.19420, -1.78530], [-1.81839, 0.46631, 2.88902], [3.69085, 0.28316, 2.09295], [-3.01668, -4.54128, -0.58303], [-3.19680, -0.55608, 1.56091], [3.60342, 0.32364, -0.36173], [-2.00889, 0.91081, 0.51735], [-2.06440, -3.52023, 0.02971], [3.18483, -0.21711, 0.88962], [-2.02275, -2.34560, -0.58240]],
  "nbo_charge": [-0.596, 0.217, 0.410, 0.228, 0.202, 0.250, -0.204, -0.212, -0.628, -0.419, 0.212, 0.212, 0.214, 0.657, 0.239, 0.221, 0.675, 0.210, 0.271, 0.206, 0.198, -0.649, 0.399, -0.130, -0.127, -0.612, -0.188, 0.239, -0.644, 0.200, -0.423, -0.648, 0.414, -0.601, 0.215, 0.229, 0.212, 0.219, 0.220, 0.223, -0.388, 0.226, 0.197, -0.216, -0.704, -0.224, -0.041, 0.201, 0.679, -0.234, -0.607],
  "orbital_gap_ha": 0.3635,
  "largest_force_ev_per_a": 2.94,
  "total_energy_ha": -1092.1309,
  "lumo_ev": 0.527,
  "spin_multiplicity": 1,
  "de_lowest_kj_mol": 93.8,
  "total_charge": 0,
  "smiles": "CNC(=O)[C@@H](Cc1ccccc1)NC(=O)[C@@H](CC(C)C)NC(C)=O"
}

***

{
  "formula": "C6H14NO",
  "method": "ωB97M-V with the def2-TZVPD basis set",
  "symbols": ["C", "H", "N", "H", "C", "C", "H", "H", "H", "H", "H", "C", "H", "H", "H", "C", "C", "H", "H", "H", "H", "O"],
  "positions_angstrom": [[-1.65132, -0.30757, 0.46033], [1.09070, 0.82435, -1.41557], [2.03882, 0.46415, -1.42951], [3.49602, -0.42497, -0.12928], [2.66854, 0.31049, -0.12471], [-0.97139, 0.45440, -1.89302], [-2.79169, -0.35989, 2.34328], [-0.24086, -0.33688, -2.07107], [2.25292, 0.17610, 1.99029], [-2.64855, 0.95596, -0.89150], [-0.90964, -1.09577, 0.53803], [1.72419, -0.11042, 0.97896], [3.12165, 1.25880, 0.27473], [-3.67683, 0.34457, 0.99856], [2.55143, 1.08670, -2.04045], [-1.79847, 0.32908, -0.77788], [-2.89519, -0.42511, 1.24757], [-1.17715, 1.09362, -2.74058], [0.77870, 0.45674, 0.89489], [0.95005, -1.81249, 1.59171], [-3.50366, -1.37222, 1.25350], [1.59174, -1.50962, 0.94174]],
  "nbo_charge": [0.223, 0.318, -0.823, 0.225, -0.248, 0.007, 0.296, 0.242, 0.188, 0.234, 0.242, -0.066, 0.185, 0.255, 0.381, -0.359, -0.758, 0.240, 0.130, 0.466, 0.333, -0.710],
  "orbital_gap_ha": 0.1861,
  "largest_force_ev_per_a": 4.23,
  "total_energy_ha": -366.5986,
  "lumo_ev": -7.588,
  "spin_multiplicity": 1,
  "de_lowest_kj_mol": 442.8,
  "total_charge": 1
}

***

{
  "formula": "C44H28Cl2CsF3N6O3Se",
  "method": "ωB97M-V with the def2-TZVPD basis set",
  "symbols": ["C", "C", "C", "C", "Cl", "C", "C", "C", "C", "C", "C", "H", "C", "H", "C", "H", "H", "C", "C", "Cl", "H", "H", "H", "C", "H", "C", "N", "H", "C", "C", "C", "C", "Cs", "F", "H", "C", "H", "H", "C", "O", "C", "C", "H", "O", "C", "C", "C", "C", "H", "C", "H", "H", "C", "C", "N", "H", "C", "H", "C", "C", "C", "H", "H", "C", "C", "C", "N", "C", "C", "H", "H", "N", "H", "C", "N", "H", "F", "N", "C", "C", "Se", "C", "H", "F", "H", "O", "H", "H"],
  "positions_angstrom": [[2.45347, 0.77769, -4.85298], [-6.46468, 1.85795, -0.42659], [3.78209, -1.71672, 0.45495], [-6.48587, 6.22638, -3.57773], [-6.24754, 1.64457, -2.12651], [-2.41560, 3.90999, -2.28099], [-5.95326, 2.97184, 1.61139], [-7.36886, 5.63184, -2.69407], [3.58681, -3.97503, 5.65496], [6.41542, -2.99480, -4.90194], [-0.01444, -0.58410, 2.12745], [-1.57694, -0.45172, 3.62069], [-5.81664, 2.92347, 0.22205], [4.52660, -6.53787, 10.12949], [2.36752, -3.31747, 5.55530], [0.11906, -1.82845, 4.76950], [-7.71680, 0.13585, -0.28797], [7.47301, -4.03819, -4.94284], [2.04975, -2.59279, 4.31771], [-5.15228, 4.22954, 2.50017], [-2.96527, 5.51987, -1.01730], [1.15606, -4.13315, 8.63229], [0.52815, -2.88351, 6.61252], [-6.89550, 4.84754, -1.65029], [4.62090, -6.85342, 8.38238], [1.65955, -0.58982, 0.26902], [1.94793, -0.17055, -0.97172], [7.61591, -1.52135, -5.90979], [3.11132, -0.50583, -1.49495], [-3.12278, 5.26144, -2.07190], [4.38838, -1.04051, -4.91781], [0.35127, -0.19898, 0.82252], [-0.23982, 2.29773, -4.69426], [7.48938, -4.72386, -6.11404], [4.98080, -4.24152, -3.90582], [-1.26284, -0.17883, 2.61865], [-7.59184, 4.36810, -0.97239], [-6.84608, 6.82161, -4.40698], [-6.70774, 2.04821, 2.32148], [3.29171, -5.39419, 9.03393], [4.52460, -6.07678, 9.14555], [1.82715, -4.07723, 7.78475], [4.89435, -5.17983, 6.83720], [-1.50757, 3.83557, -3.13501], [2.14895, -1.75811, 2.35071], [-7.35942, 1.03675, 1.63752], [-7.23844, 0.93626, 0.26093], [-1.96382, 4.21417, -9.94960], [-8.43898, 5.76163, -2.81515], [-5.52586, 4.64174, -1.48244], [-4.05893, 3.47108, -0.71210], [-4.41286, 6.53999, -4.04999], [5.65686, -0.78794, -5.48080], [2.55260, -1.36693, 1.02765], [2.83575, -2.51762, 3.27421], [-2.24388, 1.49914, -0.15400], [3.93678, -4.68061, 6.79916], [-2.63113, 6.01863, -2.67714], [-2.08032, 0.57283, 1.81017], [-5.11871, 6.06014, -3.38004], [0.93416, -1.37366, 2.85184], [5.83204, 0.18563, -5.91869], [3.29285, -0.14538, -2.50450], [3.37557, -0.04526, -4.89104], [-1.63628, 0.90040, 0.52098], [6.64987, -1.74619, -5.47415], [-5.00645, 3.84706, -0.46095], [4.06352, -1.28377, -0.81766], [5.17231, -3.27269, -4.34980], [-7.95471, 0.31216, 2.18064], [4.99499, -1.53064, -1.31214], [-0.46408, 0.52577, 0.04313], [5.37062, -5.38902, 9.06786], [4.17626, -2.31244, -4.35862], [-2.12242, 4.70299, -8.90508], [4.26536, -3.92714, 4.81296], [7.32736, -4.96820, -3.97315], [0.87688, -1.91362, 4.11916], [3.05217, -4.73167, 7.86756], [-4.61224, 5.29825, -2.33755], [-1.72864, 3.46095, -11.62880], [1.49168, -3.38006, 6.64164], [4.48179, -2.31753, 1.02279], [8.71757, -3.52749, -4.80673], [-3.05119, 0.91621, 2.14494], [-2.79734, 2.96161, -1.53395], [3.20740, -2.52952, -3.92716], [-6.77651, 2.13941, 3.39734]],
  "lowdin_charge": [-0.205, -0.578, -0.017, -0.112, 0.768, -0.637, -0.594, -0.112, -0.015, -0.162, -0.093, 0.101, -0.306, 0.089, -0.152, 0.138, 0.099, -0.579, -0.284, 0.676, 0.127, 0.117, 0.104, -0.061, 0.094, -0.151, 0.145, 0.113, -0.111, -0.052, -0.285, -0.144, 1.050, 0.115, 0.113, -0.026, 0.104, 0.091, -0.129, -0.088, -0.093, -0.008, 0.101, -0.374, -0.171, -0.099, -0.116, -1.040, 0.092, -0.237, 0.080, 0.114, -0.028, -0.095, 0.184, 0.083, -0.016, 0.110, -0.048, -0.041, -0.135, 0.111, 0.067, -0.302, -0.100, -0.031, 0.047, -0.047, -0.029, 0.100, 0.100, 0.150, 0.093, -0.042, -0.059, 0.113, 0.113, 0.173, -0.290, -0.147, 0.131, -0.027, 0.108, 0.114, 0.097, -0.069, 0.115, 0.095],
  "orbital_gap_ha": 0.1743,
  "largest_force_ev_per_a": 1.65,
  "total_energy_ha": -5889.4722,
  "lumo_ev": 2.559,
  "spin_multiplicity": 1,
  "de_lowest_kj_mol": 70.4,
  "total_charge": -2
}

***

{
  "formula": "C5H6O2",
  "method": "ωB97M-V with the def2-TZVPD basis set",
  "symbols": ["H", "O", "H", "O", "C", "H", "H", "C", "C", "C", "H", "H", "C"],
  "positions_angstrom": [[0.52111, -2.21984, -0.22926], [1.20702, -1.12463, -1.79235], [-0.54189, 1.95641, -0.10374], [-0.06695, 1.33164, -1.96515], [0.06970, -0.10840, -0.00622], [-1.34878, -0.72769, 0.85884], [1.18635, 1.67059, -0.34577], [0.62756, -1.22587, -0.71327], [-0.36100, -0.31479, 1.32237], [-0.82932, -0.48568, 2.45793], [0.51596, 0.65457, -2.35090], [-1.15857, -0.69372, 3.45357], [0.17881, 1.28740, -0.58606]],
  "nbo_charge": [0.117, -0.610, 0.188, -0.716, -0.313, 0.484, 0.171, 0.370, -0.230, -0.154, 0.494, 0.265, -0.064],
  "orbital_gap_ha": [0.2874, 0.2873],
  "largest_force_ev_per_a": 0.44,
  "total_energy_ha": -344.3960,
  "lumo_ev": [-0.407, -0.409],
  "spin_multiplicity": 1,
  "de_lowest_kj_mol": 540.6,
  "total_charge": 0
}

***

{
  "formula": "C10H16AlN4OS2",
  "method": "ωB97M-V with the def2-TZVPD basis set",
  "symbols": ["N", "H", "Al", "C", "C", "C", "H", "H", "H", "H", "H", "N", "H", "H", "H", "C", "C", "N", "H", "C", "H", "O", "C", "H", "H", "S", "H", "C", "C", "N", "C", "H", "S", "H"],
  "positions_angstrom": [[0.82736, 0.25159, -1.24036], [2.13225, -1.15682, -4.57538], [0.08753, 0.66980, 0.48026], [0.74207, 0.97703, -2.36106], [1.04647, -0.18965, 3.12033], [-4.11944, 0.84579, 0.23803], [2.08728, -3.42857, 1.14233], [1.27467, 0.45550, 5.01775], [-2.21468, 4.02509, 0.25253], [-4.02427, -0.16473, 0.63039], [3.34153, -2.67300, 0.13715], [1.26776, -0.34685, 4.39946], [2.27620, -2.51903, -2.50446], [1.44819, -1.24785, 4.82658], [2.06164, -3.62910, -0.60167], [2.27608, -2.92159, 0.19960], [1.48239, -1.68526, 0.02331], [1.03615, -1.27164, 2.30574], [-4.12105, 0.86592, -0.85036], [1.20776, 0.50367, -3.58112], [1.13204, 1.12981, -4.45951], [-1.51722, 1.21041, 0.08747], [1.37460, -1.00074, -1.29509], [-5.03035, 1.29842, 0.63771], [-3.15118, 3.18285, -1.04792], [-2.77306, 1.81935, 0.86652], [-3.96184, 3.77958, 0.43958], [-3.04419, 3.35921, 0.02094], [1.84343, -1.52931, -2.47100], [0.88463, -1.02256, 0.96053], [1.76138, -0.75911, -3.63913], [0.29880, 1.96099, -2.27663], [0.76524, 1.40698, 2.49571], [1.30183, -2.19618, 2.62178]],
  "nbo_charge": [-0.646, 0.282, 1.842, 0.131, 0.367, -0.800, 0.253, 0.463, 0.276, 0.276, 0.307, -0.682, 0.269, 0.446, 0.294, -0.710, 0.425, -0.413, 0.272, -0.187, 0.286, -1.096, 0.122, 0.295, 0.270, 1.264, 0.297, -0.801, -0.149, -0.458, -0.058, 0.240, -0.120, 0.442],
  "orbital_gap_ha": 0.3224,
  "largest_force_ev_per_a": 0.07,
  "total_energy_ha": -1722.8616,
  "lumo_ev": -11.204,
  "spin_multiplicity": 1,
  "de_lowest_kj_mol": 0.0,
  "total_charge": 3
}

***

{
  "formula": "C6H20IO6",
  "method": "ωB97M-V with the def2-TZVPD basis set",
  "symbols": ["H", "C", "H", "H", "H", "H", "H", "C", "C", "H", "O", "O", "H", "H", "H", "C", "H", "H", "C", "H", "H", "H", "I", "O", "H", "O", "H", "H", "H", "H", "C", "O", "O"],
  "positions_angstrom": [[4.43438, -3.80539, -2.40225], [-3.66241, 3.68163, -5.33029], [6.15500, -4.36912, -2.70837], [-0.68715, -4.29567, 3.35636], [4.87882, 3.70878, 2.14106], [3.57718, 3.76018, 0.23287], [-3.87550, 4.37159, -6.14677], [4.86039, 4.57515, 1.47988], [-2.53507, -3.71687, 5.40456], [5.92828, 4.65072, 1.27495], [5.65534, -2.74529, -1.33473], [-0.72747, -4.90992, 4.09301], [-4.01755, 2.68798, -5.60347], [-5.47308, 4.31219, -4.16200], [-3.12710, -2.66530, 3.87424], [-2.03772, -4.95872, 4.56858], [-2.83058, -5.03333, 3.82433], [4.90837, -2.36758, -0.86466], [-4.40663, 4.10558, -4.07204], [-2.86535, -3.98647, 6.40773], [-1.72350, -3.01051, 5.57923], [-3.86362, 5.00018, -3.76724], [-0.22086, -0.52573, -0.17989], [-3.55310, -2.96998, 4.67880], [-2.08096, 3.26711, -4.22365], [-4.33296, 3.32962, -2.86654], [4.57481, 5.40113, 2.13128], [-2.14443, -5.82749, 5.21816], [-3.46524, 3.10828, -2.52063], [5.34226, -4.85412, -1.29869], [5.42052, -4.01213, -1.98645], [-2.26273, 3.57342, -5.11512], [4.15763, 4.52008, 0.31774]],
  "nbo_charge": [0.182, -0.090, 0.178, 0.479, 0.166, 0.488, 0.181, -0.239, -0.103, 0.155, -0.754, -0.707, 0.161, 0.189, 0.470, -0.097, 0.171, 0.486, -0.092, 0.175, 0.173, 0.158, -0.999, -0.727, 0.469, -0.736, 0.153, 0.167, 0.477, 0.156, -0.248, -0.717, -0.724],
  "orbital_gap_ha": 0.2403,
  "largest_force_ev_per_a": 2.54,
  "total_energy_ha": -989.7048,
  "lumo_ev": 2.767,
  "spin_multiplicity": 1,
  "de_lowest_kj_mol": 275.3,
  "total_charge": -1
}

***

{
  "formula": "C5H10NO",
  "method": "ωB97M-V with the def2-TZVPD basis set",
  "symbols": ["H", "H", "H", "C", "H", "C", "H", "O", "H", "C", "N", "H", "H", "C", "H", "H", "C"],
  "positions_angstrom": [[1.71952, 1.20169, 1.30467], [0.72815, 1.85259, -1.58582], [0.36173, 2.06787, 0.88501], [0.94878, -1.09219, 0.24103], [0.39057, -1.74002, -0.34530], [-1.53155, 0.21452, -0.11368], [-2.97852, -1.01820, -0.46255], [-1.83936, 1.34836, -0.15573], [2.33609, 1.13509, -1.17650], [0.50836, 0.22721, -0.22745], [0.96162, 1.37261, 0.54428], [-1.36122, -1.78493, -0.45866], [-2.22524, -1.32183, 1.01527], [-2.03454, -1.14577, 0.00189], [0.66095, -1.26638, 1.36172], [2.01160, -1.26185, 0.09334], [1.34306, 1.21122, -0.92153]],
  "nbo_charge": [0.439, 0.249, 0.436, -0.649, 0.226, 0.743, 0.283, -0.460, 0.243, -0.017, -0.549, 0.254, 0.282, -0.740, 0.233, 0.233, -0.205],
  "orbital_gap_ha": 0.3821,
  "largest_force_ev_per_a": 5.39,
  "total_energy_ha": -326.1450,
  "lumo_ev": -3.116,
  "spin_multiplicity": 1,
  "de_lowest_kj_mol": 359.2,
  "total_charge": 1
}